# 1
A molecular structure, C21H12Cl4GeIN4O3STi at a distorted geometry, computed with wB97M-V/def2-TZVPD.

The spin multiplicity is 2. Its expectation value of S² is 0.76. The energy relative to the best compared isomer or geometry (same formula, charge and spin) is 105.3 kJ/mol. Its charge is -2.

```
48
Properties=species:S:1:pos:R:3:mulliken_charge:R:1
Ti -0.42 0.02 -0.18 -0.08
O -4.15 -1.58 0.08 -0.68
C -2.97 -1.33 0.13 0.07
N -2.41 -0.12 0.58 0.58
C -3.06 0.87 1.19 0.15
O -4.20 0.96 1.63 -0.79
C -2.14 2.08 1.36 0.26
C -2.59 3.23 2.00 -0.80
C -1.73 4.30 2.12 -0.25
C -0.44 4.20 1.62 -0.90
C -0.07 3.03 1.00 -0.08
N -0.91 2.00 0.87 0.59
C -1.84 -2.24 -0.41 1.29
C -2.22 -3.68 -0.49 -1.17
C -1.68 -4.55 0.37 -0.02
C -0.67 -4.15 1.33 -1.19
C -0.17 -2.89 1.22 -0.13
N -0.60 -1.98 0.33 -0.15
H -3.61 3.24 2.37 0.53
H -2.05 5.21 2.61 0.39
H 0.27 5.02 1.71 0.43
H 0.94 2.88 0.62 0.15
H -2.94 -3.97 -1.23 0.32
H -1.98 -5.59 0.32 0.37
H -0.24 -4.85 2.03 0.34
H 0.68 -2.58 1.82 0.31
Cl 1.25 3.37 -6.16 -0.32
C 1.27 2.41 -4.69 0.64
C 2.40 1.73 -4.34 -0.40
C 2.46 0.96 -3.18 -0.49
I 4.19 -0.09 -2.68 -0.02
C 1.36 0.84 -2.33 0.86
O 1.32 0.19 -1.22 -0.02
C 0.18 1.58 -2.71 0.03
N -0.85 1.46 -1.84 0.42
C -1.99 2.08 -2.10 -0.36
C -2.16 2.87 -3.25 -1.09
C -1.12 3.01 -4.14 -0.87
C 0.11 2.36 -3.88 -0.06
H 3.27 1.80 -4.98 0.37
H -2.80 1.92 -1.40 0.42
H -3.11 3.35 -3.42 0.39
H -1.23 3.62 -5.03 0.39
S -1.48 -1.37 -2.01 -0.47
Cl 1.10 0.12 2.01 -0.40
Ge 3.39 -0.05 1.42 0.41
Cl 3.64 2.19 0.94 -0.47
Cl 4.13 0.09 3.59 -0.51
```

# 2
A molecular structure, C32H48B2F4MnN2O9P at a distorted geometry, computed with wB97M-V/def2-TZVPD.

As for the total energy: -3977.1216 Ha. The spin multiplicity is 4. Its expectation value of S² is 3.77. Its charge is -1.

```
99
Properties=species:S:1:pos:R:3:mulliken_charge:R:1
Mn 0.25 0.05 1.47 1.44
C 1.27 -2.51 3.83 -0.55
C 1.58 -2.64 2.39 0.15
N 0.90 -2.10 1.41 0.30
C 1.55 -2.44 0.25 -0.32
C 2.64 -3.19 0.55 -1.22
N 2.64 -3.33 1.91 0.00
H 0.43 -1.82 3.92 -0.35
H 2.13 -2.08 4.35 0.28
H 1.02 -3.46 4.29 0.43
H 1.17 -2.11 -0.70 0.68
H 3.41 -3.60 -0.06 0.47
H 3.40 -3.68 2.47 0.29
C -3.40 -0.61 0.92 -1.07
C -2.52 -1.13 -0.21 0.63
C -2.09 -2.57 0.06 -1.42
O -1.38 -0.28 -0.33 -0.65
H -4.20 -1.32 1.12 0.49
H -3.84 0.35 0.65 0.29
H -2.79 -0.48 1.81 -0.14
H -3.07 -1.07 -1.16 0.46
H -1.58 -2.60 1.03 0.08
H -1.40 -2.90 -0.70 0.21
H -2.96 -3.22 0.08 0.52
O -0.03 1.20 -1.68 -0.22
C 1.12 1.18 -1.03 1.09
O 1.29 0.59 0.05 -0.03
C 2.24 1.87 -1.69 0.32
C 3.50 1.90 -1.09 -0.35
C 4.56 2.50 -1.74 -0.84
C 4.37 3.08 -2.99 -0.30
C 3.12 3.05 -3.59 -0.88
C 2.06 2.45 -2.95 -0.38
H 3.63 1.45 -0.12 0.67
H 5.54 2.52 -1.29 0.44
H 5.20 3.55 -3.50 0.38
H 2.98 3.48 -4.57 0.40
H 1.08 2.39 -3.40 0.49
C 2.01 -2.39 -6.96 -1.66
C 0.70 -3.13 -6.65 2.23
C -0.07 -3.34 -7.96 -2.17
C 1.02 -4.51 -6.07 -1.72
C -0.08 -2.30 -5.64 0.60
C -1.24 -1.61 -5.97 -0.19
C -1.92 -0.80 -5.06 -2.25
C -1.41 -0.69 -3.78 0.75
O -1.87 0.04 -2.74 -0.71
B -0.85 -0.07 -1.67 0.78
O 0.08 -1.16 -2.15 -0.18
C -0.25 -1.40 -3.43 -0.73
C 0.42 -2.19 -4.33 -0.47
H 2.60 -2.95 -7.68 0.45
H 2.59 -2.25 -6.06 0.34
H 1.79 -1.41 -7.38 0.35
H 0.51 -3.99 -8.62 0.44
H -0.24 -2.40 -8.47 0.39
H -1.03 -3.82 -7.76 0.46
H 1.54 -5.12 -6.81 0.47
H 0.10 -5.02 -5.78 0.38
H 1.65 -4.44 -5.19 0.31
H -1.65 -1.68 -6.97 0.38
H -2.81 -0.27 -5.36 0.47
H 1.33 -2.68 -4.03 0.50
F 2.38 0.06 2.55 0.00
B 3.66 -0.08 3.18 -0.23
F 4.47 0.97 2.85 -0.38
F 3.47 -0.17 4.54 -0.36
F 4.23 -1.28 2.74 -0.40
C -0.45 0.10 6.06 -1.32
C -1.08 1.47 5.82 1.65
C -0.72 2.43 6.96 -1.84
C -2.59 1.33 5.70 -1.41
O -0.52 2.07 4.65 -0.51
P -0.88 1.61 3.16 2.21
O 0.16 2.15 2.23 -1.05
O -1.02 0.10 3.07 -1.54
O -2.34 2.23 2.87 -0.11
C -2.51 3.58 2.42 1.78
C -1.66 4.54 3.25 -1.46
C -2.14 3.68 0.94 -1.53
C -3.99 3.90 2.62 -1.85
H -0.75 -0.28 7.04 0.55
H 0.63 0.17 6.01 0.32
H -0.78 -0.59 5.29 0.02
H -1.13 2.07 7.91 0.39
H -1.12 3.42 6.75 0.38
H 0.36 2.51 7.04 0.41
H -3.00 0.88 6.60 0.54
H -2.83 0.70 4.85 0.21
H -3.06 2.30 5.54 0.24
H -0.61 4.24 3.18 0.27
H -1.96 4.50 4.29 0.25
H -1.77 5.56 2.89 0.53
H -1.09 3.43 0.81 0.22
H -2.33 4.69 0.58 0.52
H -2.73 2.98 0.36 0.32
H -4.26 3.82 3.67 0.38
H -4.60 3.19 2.06 0.35
H -4.20 4.91 2.27 0.41
```

# 3
A molecular structure, C43H71BrClF5N12O11PS3Si at a distorted geometry, computed with wB97M-V/def2-TZVPD.

As for the total energy: -8524.7048 Ha. Its charge is +1.

```
149
Properties=species:S:1:pos:R:3:mulliken_charge:R:1
C 0.23 2.13 1.11 -1.41
Si 0.31 0.46 0.20 0.72
C 0.67 0.72 -1.64 -1.37
C -1.48 -0.22 0.28 -1.84
C 1.56 -0.77 1.07 1.41
C 1.37 -2.29 0.76 -1.38
C 0.70 -2.60 -0.59 -0.68
S 1.03 -4.38 -0.97 -0.26
C 2.01 -4.39 -2.43 0.62
N 1.53 -4.17 -3.60 -0.28
N 2.59 -4.30 -4.48 -0.46
C 3.62 -4.58 -3.79 -0.01
O 3.35 -4.66 -2.44 -0.28
N 1.54 -0.77 2.55 0.65
C 0.28 -0.87 3.31 -1.72
C -0.04 0.39 4.14 -0.18
C -1.54 0.72 4.22 -0.62
S -1.85 2.39 4.88 -0.16
C -0.90 2.48 6.35 0.31
S -0.62 1.25 7.39 -0.26
N -0.37 3.75 6.65 0.16
C 0.13 4.69 5.74 -0.29
C 0.51 5.73 6.62 -0.47
N 0.23 5.41 7.95 -0.60
C -0.28 4.24 7.90 -0.11
C 2.71 -0.74 3.09 0.42
C 3.06 -0.77 4.58 1.52
F 4.41 -0.89 4.76 -0.34
F 2.73 0.41 5.16 -0.24
C 2.40 -1.90 5.35 -0.48
C 2.30 -3.17 4.82 -0.07
C 1.70 -4.22 5.48 -1.06
C 1.16 -4.00 6.73 -0.83
C 1.24 -2.72 7.27 -0.30
C 0.58 -2.52 8.63 0.89
F 0.58 -3.64 9.35 -0.28
F -0.73 -2.22 8.40 -0.25
F 1.10 -1.49 9.30 -0.24
C 1.86 -1.69 6.61 -0.09
C 3.76 -0.64 2.01 -1.12
Br 4.67 1.09 2.55 0.09
P 5.26 -1.82 1.98 0.30
O 6.59 -1.13 2.60 -0.45
O 4.84 -3.18 2.81 -0.51
C 2.98 -0.31 0.58 0.28
O 3.10 1.08 0.48 -0.56
C 3.60 -1.04 -0.62 -0.86
C 4.94 -0.40 -1.11 -1.33
C 5.97 -1.50 -1.49 -0.44
Cl 7.61 -0.74 -1.44 -0.20
H -0.78 2.30 1.48 0.20
H 0.98 2.08 1.91 0.36
H 0.55 2.93 0.42 0.55
H 1.73 0.75 -1.92 0.26
H 0.27 1.72 -1.88 0.41
H 0.14 0.01 -2.27 0.41
H -1.86 -0.30 -0.75 0.35
H -1.55 -1.21 0.77 0.57
H -2.14 0.50 0.77 0.37
H 2.33 -2.83 0.79 0.26
H 0.75 -2.78 1.53 0.75
H -0.39 -2.53 -0.58 0.65
H 1.08 -2.02 -1.44 0.13
H 4.64 -4.80 -4.06 0.45
H -0.56 -1.03 2.63 0.63
H 0.28 -1.76 3.96 0.69
H 0.29 0.19 5.17 -0.25
H 0.50 1.29 3.83 0.54
H -2.08 0.59 3.27 0.25
H -1.99 0.03 4.95 0.65
H 0.18 4.62 4.67 0.57
H 0.93 6.70 6.40 0.29
H -0.62 3.72 8.79 0.40
H 2.70 -3.35 3.82 0.31
H 1.67 -5.19 4.98 0.46
H 0.67 -4.82 7.24 0.47
H 1.89 -0.71 7.08 0.68
H 6.50 -1.02 3.57 0.39
H 5.24 -3.94 2.37 0.32
H 3.17 1.36 -0.45 0.59
H 2.93 -1.06 -1.49 0.64
H 3.82 -2.10 -0.41 0.44
H 4.73 0.12 -2.06 0.54
H 5.39 0.30 -0.40 0.49
H 5.84 -1.85 -2.52 0.35
H 5.92 -2.36 -0.82 0.32
O -1.33 -6.07 -5.46 -0.65
C -0.58 -6.20 -6.41 0.59
N 0.75 -5.90 -6.30 -0.24
C -1.03 -6.68 -7.76 -0.59
H 1.40 -5.99 -7.05 0.16
H 1.08 -5.57 -5.41 0.25
H -1.79 -6.00 -8.14 0.26
H -1.46 -7.68 -7.65 0.23
H -0.21 -6.73 -8.47 0.10
O 0.91 -7.97 -9.91 -0.62
C 1.66 -8.10 -10.86 0.63
N 2.98 -7.81 -10.76 -0.37
C 1.18 -8.59 -12.21 -0.88
H 3.63 -7.91 -11.52 0.19
H 3.32 -7.48 -9.88 0.21
H 0.42 -7.91 -12.58 0.24
H 0.76 -9.59 -12.09 0.25
H 2.00 -8.65 -12.93 0.32
O -4.36 -0.45 0.64 -0.66
C -5.03 -0.34 -0.37 0.77
N -4.98 -1.26 -1.36 -0.31
C -5.97 0.82 -0.60 -0.62
H -5.54 -1.19 -2.20 0.16
H -4.37 -2.04 -1.24 0.22
H -5.41 1.75 -0.58 0.00
H -6.72 0.83 0.20 0.26
H -6.48 0.73 -1.55 0.25
O -2.27 3.33 -0.96 -0.54
C -2.93 4.18 -1.53 0.74
N -4.01 4.75 -0.93 -0.35
C -2.62 4.67 -2.92 -1.03
H -4.57 5.46 -1.37 0.16
H -4.24 4.44 0.00 0.22
H -2.66 3.83 -3.61 0.27
H -1.61 5.09 -2.93 0.25
H -3.31 5.43 -3.26 0.30
O -2.36 7.55 -4.00 -0.62
C -2.89 8.60 -3.68 0.63
N -2.26 9.49 -2.87 -0.38
C -4.27 8.99 -4.15 -0.84
H -2.66 10.36 -2.59 0.18
H -1.33 9.25 -2.55 0.23
H -4.99 8.24 -3.81 0.22
H -4.27 9.03 -5.23 0.25
H -4.57 9.96 -3.76 0.33
O 2.28 6.58 3.63 -0.62
C 3.17 7.14 4.23 0.71
N 2.92 8.24 4.99 -0.39
C 4.61 6.69 4.21 -0.89
H 3.63 8.74 5.51 0.17
H 1.97 8.58 5.03 0.25
H 4.97 6.71 3.18 0.25
H 4.67 5.67 4.59 0.20
H 5.25 7.32 4.82 0.35
O -7.97 -0.72 -2.36 -0.64
C -9.13 -0.40 -2.60 0.64
N -10.09 -0.46 -1.65 -0.38
C -9.57 0.07 -3.96 -0.91
H -11.04 -0.21 -1.81 0.19
H -9.81 -0.77 -0.73 0.23
H -9.37 -0.72 -4.69 0.26
H -9.01 0.96 -4.23 0.25
H -10.64 0.30 -3.99 0.34
```

# 4
2 unconnected molecules or ions with the total composition C13H28F4O2P3 at a distorted geometry, computed with wB97M-V/def2-TZVPD.

As for the total energy: -2085.7150 Ha. Its charge is +1.

```
50
Properties=species:S:1:pos:R:3:mulliken_charge:R:1
C -4.31 1.34 0.18 -0.87
C -2.92 0.75 -0.51 -0.41
P -2.74 -1.12 -0.16 0.12
C -2.60 -2.15 -1.78 -0.50
C -1.05 -2.47 -2.23 -0.62
P -1.06 -1.55 1.20 0.16
C -1.51 -2.68 2.67 -0.69
C -2.08 -1.91 4.00 0.31
C -2.79 -3.09 4.94 -1.09
F -3.15 -0.91 3.66 -0.33
P -0.11 0.33 1.72 0.10
C 0.50 0.40 3.53 -0.87
C 1.39 0.51 0.49 -0.79
H -5.16 1.48 -0.60 0.28
H -4.01 2.39 0.65 0.29
H -4.65 0.67 1.09 0.26
H -3.03 0.88 -1.68 0.36
H -2.02 1.41 -0.16 0.27
H -3.16 -1.63 -2.68 0.36
H -3.12 -3.21 -1.58 0.33
H -0.93 -2.63 -3.39 0.32
H -0.73 -3.46 -1.68 0.25
H -0.37 -1.61 -1.83 -0.01
H -0.09 -2.30 0.39 0.20
H -2.41 -3.38 2.29 0.36
H -0.63 -3.44 2.92 0.43
H -1.24 -1.45 4.69 0.14
H -3.80 -3.49 4.48 0.33
H -1.98 -3.96 5.06 0.31
H -2.92 -2.65 6.04 0.32
H -0.42 0.81 4.17 0.30
H 0.81 -0.66 3.97 0.27
H 1.35 1.21 3.64 0.36
H 1.94 -0.54 0.34 0.35
H 2.10 1.34 0.92 0.38
H 0.96 0.78 -0.59 0.06
C 5.51 4.00 -3.30 -1.11
C 4.27 3.80 -2.46 -0.17
O 3.35 2.92 -3.12 -0.29
C 3.59 1.58 -3.00 0.37
O 4.54 1.11 -2.38 -0.51
C 2.51 0.77 -3.71 0.83
F 2.21 1.26 -4.95 -0.24
F 1.34 0.75 -3.01 -0.26
F 2.86 -0.54 -3.90 -0.24
H 5.25 4.35 -4.30 0.30
H 6.18 4.73 -2.84 0.37
H 6.06 3.06 -3.43 0.32
H 3.76 4.76 -2.33 0.33
H 4.51 3.42 -1.46 0.28
```

# 5
C4H6N2O2 in the gas phase at a distorted geometry, computed with wB97M-V/def2-TZVPD.

Its SMILES is Nc1ncoc1CO. The energy relative to the best compared isomer or geometry (same formula, charge and spin) is 434.2 kJ/mol. Its charge is 0.

```
14
Properties=species:S:1:pos:R:3:mulliken_charge:R:1
N 1.25 -0.73 1.85 -0.55
C 0.26 0.05 1.08 0.37
N 0.03 1.41 1.32 -0.59
C -0.63 1.86 0.20 -0.05
O -0.77 0.86 -0.66 -0.27
C -0.10 -0.09 -0.23 0.01
C -0.47 -1.40 -1.02 -0.36
O 0.19 -1.32 -2.29 -0.54
H 2.11 -0.05 2.46 0.30
H 0.85 -1.62 2.45 0.26
H -1.05 2.80 -0.04 0.43
H -1.52 -1.57 -1.02 0.32
H -0.22 -2.33 -0.52 0.29
H 1.14 -0.82 -2.08 0.38
```

# 6
CH3ClOSi in the gas phase at a distorted geometry, computed with wB97M-V/def2-TZVPD.

Its SMILES is O=C([SiH3])Cl. The energy relative to the best compared isomer or geometry (same formula, charge and spin) is 167.2 kJ/mol. Its charge is 0.

```
7
Properties=species:S:1:pos:R:3:mulliken_charge:R:1
O -1.40 1.62 0.01 -0.24
C -0.87 0.62 -0.09 0.39
Si 0.83 -0.27 0.01 0.49
Cl -2.31 -1.04 0.04 -0.46
H 1.17 -1.70 -0.37 -0.03
H 1.11 0.19 1.33 -0.06
H 1.46 0.58 -0.93 -0.09
```

# 7
A molecular structure, C3H7N2P at a distorted geometry, computed with wB97M-V/def2-TZVPD.

The energy relative to the best compared isomer or geometry (same formula, charge and spin) is 203.3 kJ/mol. Its charge is 0.

```
13
Properties=species:S:1:pos:R:3:mulliken_charge:R:1
C -0.24 0.66 -0.23 -0.35
C 0.49 -0.12 0.79 -0.36
C 1.90 0.42 0.42 -0.52
N 0.61 1.78 -0.78 -0.23
N 1.81 1.63 -0.41 -0.24
P -2.69 0.56 -0.11 0.08
H -0.42 0.02 -1.21 0.27
H 0.17 0.03 1.76 0.33
H 0.39 -1.16 0.55 0.26
H 2.69 0.56 1.11 0.42
H 2.37 -0.38 -0.18 0.25
H -2.69 -0.67 0.51 0.04
H -2.42 1.26 1.07 0.06
```

# 8
A molecular structure, C34H43BiN3O, computed with wB97M-V/def2-TZVPD.

The spin multiplicity is 2. Its expectation value of S² is 0.78. The energy relative to the best compared isomer or geometry (same formula, charge and spin) is 0.0 kJ/mol. Its charge is 0.

```
82
Properties=species:S:1:pos:R:3:mulliken_charge:R:1
Bi -0.66 -0.16 0.42 1.48
C 0.33 2.50 0.20 -0.58
C 1.10 2.04 -0.86 0.33
C 0.17 1.55 -1.86 -0.16
C -1.13 1.80 -1.38 -0.53
C -1.07 2.34 -0.07 -0.18
C -2.17 3.10 0.66 2.09
C -2.00 2.99 2.18 -1.59
C -3.55 2.57 0.28 -1.62
C -2.06 4.57 0.24 -1.73
C 0.37 0.90 -3.24 2.48
C -0.96 0.84 -4.00 -2.22
C 0.85 -0.56 -3.11 -1.49
C 1.34 1.70 -4.12 -1.86
C 2.64 2.16 -0.80 2.43
C 3.07 3.47 -1.50 -1.76
C 3.09 2.27 0.66 -1.97
C 3.41 0.98 -1.39 -1.58
H 0.71 2.93 1.12 0.14
H -2.04 1.60 -1.91 0.44
H -2.03 1.95 2.51 0.21
H -2.81 3.53 2.68 0.46
H -1.05 3.43 2.51 0.30
H -3.70 1.54 0.62 0.27
H -3.72 2.60 -0.80 0.24
H -4.32 3.20 0.75 0.51
H -1.08 4.98 0.50 0.30
H -2.82 5.17 0.74 0.45
H -2.19 4.68 -0.84 0.35
H -1.69 0.21 -3.50 0.35
H -0.78 0.41 -4.99 0.49
H -1.38 1.84 -4.14 0.37
H 0.06 -1.17 -2.66 0.26
H 1.73 -0.67 -2.47 -0.17
H 1.07 -0.98 -4.10 0.59
H 1.00 2.74 -4.19 0.35
H 1.35 1.28 -5.13 0.49
H 2.36 1.71 -3.75 0.26
H 2.60 4.33 -1.02 0.35
H 2.79 3.48 -2.55 0.24
H 4.16 3.59 -1.43 0.48
H 2.73 3.19 1.14 0.34
H 4.18 2.29 0.70 0.49
H 2.75 1.42 1.25 0.24
H 3.28 0.86 -2.46 0.20
H 3.12 0.04 -0.91 0.04
H 4.48 1.13 -1.21 0.58
C 1.88 -2.57 5.00 -0.51
C 2.05 -1.47 4.17 -0.83
C 1.04 -1.09 3.31 0.29
C -0.15 -1.81 3.23 -0.61
C -0.32 -2.93 4.06 0.05
C 0.69 -3.29 4.94 -0.64
N -1.11 -1.42 2.27 0.78
N -2.30 -1.98 2.41 -0.89
C -3.13 -1.69 1.34 -0.12
C -4.44 -2.21 1.39 -0.43
C -5.31 -1.98 0.35 -0.54
C -4.90 -1.25 -0.77 -0.83
C -3.62 -0.73 -0.82 -0.18
C -2.72 -0.93 0.23 0.13
H 2.67 -2.87 5.68 0.40
H 2.97 -0.89 4.21 0.40
H 1.18 -0.21 2.67 0.14
H -1.24 -3.49 3.99 0.43
H 0.54 -4.15 5.58 0.38
H -4.73 -2.78 2.26 0.46
H -6.32 -2.38 0.39 0.35
H -5.59 -1.09 -1.60 0.43
H -3.32 -0.15 -1.69 0.22
O 1.73 -1.81 0.01 -0.25
N 1.89 -3.10 -0.05 0.02
C 1.37 -3.89 0.91 -0.05
C 1.53 -5.26 0.87 -0.69
C 2.22 -5.84 -0.18 -0.36
C 2.75 -5.02 -1.16 -0.63
C 2.58 -3.65 -1.07 -0.18
H 0.85 -3.36 1.70 0.44
H 1.10 -5.85 1.66 0.44
H 2.35 -6.92 -0.23 0.41
H 3.31 -5.42 -2.00 0.40
H 2.96 -2.94 -1.79 0.43
```